{
  "formula": "C26H58N3O8PS7",
  "method": "ωB97M-V/def2-TZVPD",
  "de_lowest_kcal_mol": 172.60,
  "orbital_gap_ha": 0.2678,
  "total_charge": 0,
  "e_homo_ev": -8.1,
  "fmax_ev_per_a": 6.7,
  "species": ["C", "C", "C", "C", "N", "C", "C", "N", "C", "C", "C", "C", "P", "O", "C", "C", "N", "H", "H", "H", "H", "H", "H", "H", "H", "H", "H", "H", "H", "H", "H", "H", "H", "C", "S", "O", "C", "H", "H", "H", "H", "H", "H", "C", "S", "O", "C", "H", "H", "H", "H", "H", "H", "C", "S", "O", "C", "H", "H", "H", "H", "H", "H", "C", "S", "O", "C", "H", "H", "H", "H", "H", "H", "C", "S", "O", "C", "H", "H", "H", "H", "H", "H", "C", "S", "O", "C", "H", "H", "H", "H", "H", "H", "C", "S", "O", "C", "H", "H", "H", "H", "H", "H"],
  "positions_angstrom": [[-3.629829, 1.340454, 2.003714], [-2.971228, -0.125953, 2.131106], [-1.723764, -0.372077, 1.122891], [-0.314972, -0.598799, 1.932527], [0.523995, 0.627373, 2.000492], [1.253954, 0.904012, 0.735100], [1.555346, -0.140798, -0.386782], [2.287136, 0.054377, -1.599461], [2.734721, 1.424024, -1.614819], [3.625356, 1.845388, -2.867733], [4.209348, 3.296577, -3.024296], [3.903012, 4.417012, -1.951491], [4.548141, 6.186121, -2.003142], [5.819288, 6.408639, -1.115413], [3.024096, 4.000740, -0.740026], [2.453134, 2.528009, -0.568144], [1.697973, 2.267312, 0.623519], [-3.555842, 1.889728, 3.023173], [-3.115282, 1.983646, 1.177581], [-4.768172, 1.250585, 1.802906], [-2.725678, -0.304163, 3.229422], [-3.793164, -0.887721, 1.845986], [-1.924268, -1.348854, 0.547719], [-1.544913, 0.520843, 0.422901], [0.229924, -1.554840, 1.613172], [-0.653986, -0.806931, 3.025892], [-0.100811, 1.458862, 2.103181], [1.137410, -1.220310, -0.228282], [3.926063, 1.106458, -3.705089], [4.868431, 3.585590, -3.907921], [4.828746, 6.672445, -3.320625], [3.529324, 7.038525, -1.411665], [2.789777, 4.794875, 0.055162], [-2.025757, 3.502825, -3.338178], [-3.369362, 2.700767, -2.436012], [-3.085879, 2.856366, -0.976098], [-2.920882, 1.013951, -2.896567], [-2.084397, 4.577763, -3.161522], [-1.062810, 3.129978, -2.983563], [-2.134903, 3.305946, -4.406148], [-1.902422, 0.795939, -2.568647], [-3.000582, 0.896772, -3.978561], [-3.612796, 0.326489, -2.408339], [3.183283, -5.691461, 0.858769], [2.236497, -4.153961, 0.897872], [1.494453, -4.048222, -0.396250], [3.661878, -3.050045, 0.795299], [2.483834, -6.528485, 0.875409], [3.781824, -5.738263, -0.052854], [3.830134, -5.743997, 1.736299], [4.230189, -3.256684, -0.113208], [4.294864, -3.187271, 1.673973], [3.300033, -2.021006, 0.768953], [-5.401457, -1.355307, 6.850557], [-4.958515, -2.093243, 5.262533], [-3.788058, -1.333583, 4.726046], [-6.424963, -1.523526, 4.376697], [-4.597335, -1.554461, 7.560371], [-5.526668, -0.276618, 6.739047], [-6.325987, -1.805190, 7.216844], [-6.486870, -0.433864, 4.417879], [-7.316431, -1.967962, 4.822931], [-6.346090, -1.841972, 3.336250], [4.521255, -2.756716, -5.828606], [5.025523, -1.036417, -5.611418], [4.645799, -0.296795, -6.853109], [6.801894, -1.352530, -5.690776], [3.431383, -2.797212, -5.848599], [4.915107, -3.145198, -6.769647], [4.889417, -3.353240, -4.992003], [7.054104, -1.827783, -6.640531], [7.095717, -1.994855, -4.858572], [7.325977, -0.398920, -5.612808], [-4.266896, -3.075493, -2.472309], [-3.484420, -3.087898, -4.100302], [-3.761572, -1.765867, -4.742068], [-4.608693, -4.293889, -4.837495], [-3.745601, -2.351748, -1.843904], [-5.315504, -2.785944, -2.563978], [-4.188557, -4.066709, -2.022231], [-5.635878, -3.928519, -4.782969], [-4.519243, -5.245642, -4.310744], [-4.328922, -4.432512, -5.882721], [7.445916, -1.176265, 2.013122], [6.654138, -0.645035, 0.478885], [6.595768, -1.830901, -0.430342], [8.015646, 0.400258, -0.081312], [6.781400, -1.877303, 2.520174], [8.393544, -1.671290, 1.792604], [7.614791, -0.310156, 2.655402], [8.927778, -0.192448, -0.172809], [8.165897, 1.215376, 0.628727], [7.753891, 0.814757, -1.055859], [-6.844404, 2.902919, 6.552292], [-7.623340, 3.436351, 5.012172], [-7.675620, 2.251462, 4.101966], [-6.255129, 4.480028, 4.464527], [-7.513898, 2.202143, 7.053357], [-5.895399, 2.407010, 6.338646], [-6.679544, 3.768176, 7.196788], [-5.343189, 3.885978, 4.380261], [-6.109598, 5.294298, 5.176731], [-6.507625, 4.895708, 3.488122]],
  "forces_ev_per_angstrom": [[-0.1, 0.3, 0.3], [-0.5, 0.3, -0.7], [0.7, -0.6, 0.7], [-2.0, -0.7, 1.4], [0.5, 0.1, -3.6], [1.3, 2.3, -1.0], [0.4, 0.0, -0.6], [-1.7, 3.7, 5.4], [1.7, 1.7, -2.0], [0.7, 3.6, 1.3], [-2.3, -1.8, 2.6], [-2.5, -3.9, 1.1], [3.2, 0.2, 3.5], [-2.9, -0.8, -2.3], [1.4, -1.0, -2.9], [0.5, 0.1, -0.2], [0.4, -4.0, -2.7], [0.0, -0.8, -1.7], [-1.2, -1.2, 1.5], [2.0, 0.3, 0.1], [-0.1, 0.0, -1.8], [1.4, 1.1, 0.6], [0.3, 1.7, 0.5], [-0.6, -1.4, 0.8], [-0.5, 1.7, 0.3], [0.8, 0.3, -1.8], [0.8, -0.9, 0.2], [0.9, 2.2, -0.5], [-0.8, 1.1, 1.8], [-1.1, -0.7, 1.3], [-0.7, -0.6, 0.2], [0.1, -0.8, -1.0], [0.3, -1.6, -1.2], [0.1, 0.0, 0.0], [0.1, -0.1, 0.1], [0.1, 0.0, -0.4], [0.1, 0.0, 0.0], [-0.1, -0.1, 0.0], [-0.1, 0.0, 0.0], [-0.1, 0.0, 0.1], [0.0, 0.1, 0.0], [-0.1, 0.0, 0.1], [0.0, 0.2, -0.1], [0.0, -0.1, -0.1], [0.0, 0.0, -0.1], [0.2, 0.0, 0.3], [0.0, 0.0, -0.1], [0.0, 0.1, 0.0], [-0.1, 0.1, 0.0], [-0.1, 0.1, 0.0], [0.0, 0.0, 0.0], [-0.1, 0.0, 0.0], [0.0, -0.1, 0.0], [0.0, 0.1, 0.1], [0.1, 0.1, -0.1], [-0.5, -0.2, 0.5], [0.0, 0.1, 0.0], [0.0, 0.0, -0.1], [0.0, -0.1, -0.1], [0.0, 0.0, -0.1], [0.0, 0.0, 0.0], [0.1, 0.0, 0.0], [0.1, 0.0, 0.1], [0.0, -0.1, 0.0], [0.0, 0.1, -0.3], [0.2, -0.3, 0.3], [0.1, 0.0, 0.0], [0.1, 0.1, 0.0], [0.0, 0.1, 0.0], [0.0, 0.1, 0.0], [-0.1, 0.0, 0.0], [-0.1, 0.1, 0.0], [-0.1, 0.0, 0.0], [-0.1, 0.1, 0.1], [0.0, 0.2, -0.1], [0.0, -0.4, 0.3], [-0.1, 0.0, -0.1], [0.0, -0.1, -0.1], [0.1, 0.0, -0.1], [0.1, 0.0, -0.1], [0.1, 0.1, 0.0], [0.1, 0.1, 0.0], [0.1, 0.1, 0.1], [0.1, -0.1, 0.0], [0.0, -0.1, -0.1], [0.1, 0.2, 0.3], [0.1, 0.0, -0.1], [0.0, 0.1, -0.1], [-0.1, 0.0, -0.1], [-0.1, 0.0, -0.1], [-0.1, -0.1, 0.0], [-0.1, 0.0, 0.0], [-0.1, -0.1, 0.1], [0.1, -0.1, 0.1], [0.1, -0.2, -0.2], [0.1, 0.3, 0.4], [0.1, 0.0, 0.0], [0.0, 0.1, -0.1], [0.0, 0.0, -0.1], [0.0, 0.0, -0.1], [-0.1, -0.1, 0.0], [-0.1, 0.0, 0.0], [-0.1, -0.1, 0.1]]
}

=====

{
  "formula": "C8H20O2Si",
  "method": "ωB97M-V/def2-TZVPD",
  "smiles": "CC(C)(C)[Si](C)(C)OCCO",
  "de_lowest_kcal_mol": 58.97,
  "orbital_gap_ha": 0.3730,
  "total_charge": 0,
  "e_homo_ev": -9.4,
  "fmax_ev_per_a": 3.3,
  "species": ["O", "O", "C", "C", "C", "C", "C", "C", "C", "C", "Si", "H", "H", "H", "H", "H", "H", "H", "H", "H", "H", "H", "H", "H", "H", "H", "H", "H", "H", "H", "H"],
  "positions_angstrom": [[-1.919388, 2.956608, -2.336819], [-0.970498, 0.844258, -0.658815], [1.349341, -1.338837, -0.790875], [1.562364, -1.898873, 1.593382], [-0.583921, -2.318581, 0.337200], [-1.217757, 1.843551, -2.850860], [-0.317225, 1.242577, -1.861706], [-1.468599, 0.418564, 2.133909], [1.030473, 1.708811, 1.175544], [0.611276, -1.432717, 0.545250], [-0.148863, 0.349265, 0.725945], [-2.596467, 2.684974, -1.622500], [1.844587, -0.371146, -0.964285], [2.147354, -2.115090, -0.747029], [0.701655, -1.628871, -1.676551], [1.044499, -2.177462, 2.493651], [2.072999, -2.821067, 1.313141], [2.381380, -1.184167, 1.786945], [-1.361776, -1.913312, -0.337330], [-1.012690, -2.565495, 1.334628], [-0.249649, -3.295985, -0.032869], [-1.900208, 1.109196, -3.364141], [-0.557447, 2.215861, -3.644873], [0.407932, 2.047871, -1.621150], [0.481985, 0.525882, -2.314021], [-0.992656, 0.420278, 3.148437], [-2.037157, 1.318731, 1.992274], [-2.205777, -0.409000, 2.204238], [0.813710, 2.085324, 2.180204], [1.154894, 2.620795, 0.622454], [1.935629, 1.078055, 1.236623]],
  "forces_ev_per_angstrom": [[-1.6, -0.3, 1.5], [0.3, -1.0, -0.6], [0.6, -1.1, -1.1], [0.7, -0.1, 0.5], [-0.6, -1.3, 1.2], [-1.2, -0.5, -1.4], [3.1, -0.1, 0.9], [0.5, -1.4, 0.2], [0.6, -0.9, 0.9], [-0.7, 2.3, -1.5], [-1.7, 0.3, 1.0], [1.9, 0.3, -1.8], [-0.1, -0.3, -0.1], [-0.3, 0.5, -0.3], [0.7, 0.7, 1.0], [-0.2, 0.3, 0.8], [0.0, -0.2, -0.4], [-0.5, -0.1, 0.1], [0.4, -0.1, 0.4], [-0.2, 0.3, -0.6], [-0.1, 0.0, -0.3], [0.4, 0.5, 0.7], [-0.2, 0.1, 0.1], [-0.5, 0.1, 0.3], [-2.1, 0.4, 0.5], [-0.2, 0.3, -0.9], [-0.2, 0.6, 0.1], [0.4, 0.3, -0.4], [0.0, -0.4, 0.1], [0.2, 0.0, -0.9], [0.4, 1.0, 0.1]]
}